1.
26
Properties=species:S:1:pos:R:3:forces:R:3:mulliken_charge:R:1 method="wB97M-V/def2-TZVPD" relative_energy_kj_mol=151.4 lumo_ev=1.04 max_force_ha_per_bohr=0.0082 orbital_gap_ev=9.75 energy_ha=-461.04618 smiles=NCCCN1CCOCC1
N 3.162 1.656 0.781 0.2 0.1 0.1 -0.60
C 2.296 0.538 0.434 -0.2 -0.1 0.1 -0.41
C 1.305 0.279 1.567 0.0 -0.1 -0.4 -0.69
C 0.271 -0.777 1.183 0.1 0.1 0.1 -0.92
N -0.447 -0.436 -0.032 -0.1 -0.1 0.0 0.30
C -1.409 0.637 0.159 -0.1 0.1 -0.3 -0.51
C -2.034 0.995 -1.189 0.1 0.2 0.3 -0.77
O -2.670 -0.115 -1.778 -0.2 0.0 0.0 -0.39
C -1.753 -1.170 -1.944 0.2 -0.4 0.1 -0.65
C -1.126 -1.582 -0.612 -0.1 0.1 -0.3 -0.63
H 3.714 1.429 1.602 0.0 0.1 -0.1 0.22
H 3.805 1.852 0.022 0.0 0.0 0.1 0.22
H 2.849 -0.393 0.219 -0.1 0.1 0.0 0.20
H 1.738 0.812 -0.464 0.1 -0.1 0.0 0.33
H 1.841 -0.068 2.453 0.0 0.0 0.1 0.48
H 0.823 1.222 1.824 0.0 0.1 0.1 0.27
H 0.792 -1.720 0.995 -0.1 0.0 0.0 0.45
H -0.420 -0.938 2.031 0.0 -0.1 -0.1 0.35
H -2.208 0.338 0.862 0.1 0.0 0.0 0.31
H -0.898 1.513 0.557 -0.1 0.1 0.0 0.31
H -1.247 1.371 -1.860 -0.1 0.0 0.1 0.34
H -2.804 1.760 -1.067 0.1 0.0 0.0 0.37
H -0.952 -0.862 -2.634 -0.1 -0.1 0.0 0.33
H -2.312 -1.999 -2.381 0.1 0.0 0.0 0.36
H -1.919 -1.966 0.056 0.1 0.0 0.0 0.33
H -0.398 -2.377 -0.786 0.0 0.0 0.0 0.40


2.
13
Properties=species:S:1:pos:R:3:forces:R:3:mulliken_charge:R:1 method="wB97M-V/def2-TZVPD" relative_energy_kj_mol=211.6 lumo_ev="-0.13 / -1.15" max_force_ha_per_bohr=0.0688 orbital_gap_ev="9.28 / 7.23" energy_ha=-1777.15993
C 1.310 0.187 1.083 -0.9 0.9 3.3 -0.44
C -1.701 0.914 -0.086 -0.3 0.9 0.2 0.44
C 1.404 -0.968 0.236 0.1 -1.3 -0.9 0.76
F -2.669 0.616 0.776 -0.2 -0.4 0.7 -0.22
F -1.507 2.223 -0.028 0.3 0.6 0.1 -0.20
F 2.515 -1.711 0.465 0.5 0.1 0.1 -0.23
F 1.478 -0.622 -1.071 -0.3 -0.1 0.2 -0.21
P -2.027 0.185 -1.706 0.9 -0.1 -0.4 -0.06
Cl 2.325 1.471 0.846 0.8 1.0 -0.7 -0.11
Cl 0.055 -2.073 0.554 -0.2 -0.1 -0.1 -0.16
H 1.054 0.138 2.191 -0.1 -0.6 -1.9 0.37
H -0.736 0.579 -2.210 -0.5 -0.2 0.1 0.05
H -1.502 -0.939 -1.051 -0.2 -0.7 -0.7 0.02


3.
53
Properties=species:S:1:pos:R:3:forces:R:3:mulliken_charge:R:1 method="wB97M-V/def2-TZVPD" lumo_ev=-0.64 max_force_ha_per_bohr=0.0892 orbital_gap_ev=8.66 energy_ha=-2032.93774
C 2.941 -2.062 3.176 -0.8 -0.8 -0.2 -1.05
C 1.862 -2.140 1.962 -0.2 -0.8 0.7 -0.34
P 2.411 -1.115 0.446 1.1 -0.6 -0.1 0.04
C 2.563 -2.248 -1.103 -0.4 -0.6 -0.4 -0.93
P 0.892 0.410 -0.016 -1.3 -0.1 -0.5 0.22
C -0.807 0.066 0.725 -1.1 -1.0 -0.2 -0.02
C -1.587 -1.167 0.086 -2.6 -2.5 -1.7 0.25
C -3.110 -0.945 -0.215 0.8 -2.3 -0.5 -0.73
C -4.048 -2.025 -0.791 3.9 -0.9 0.7 -0.55
C -3.462 -3.423 -1.110 2.2 3.6 1.8 -0.64
C -1.951 -3.660 -0.818 -1.5 1.4 0.0 0.53
C -1.396 -5.148 -1.120 0.1 0.8 1.3 -1.03
C -1.011 -2.563 -0.230 -3.8 0.9 -0.6 0.20
B 1.533 2.032 0.859 0.6 3.3 1.1 0.36
C 1.411 2.003 2.502 -0.2 -0.8 -0.1 -0.62
O 2.044 3.161 0.153 -1.5 -2.0 1.5 -0.63
C 0.898 0.771 -1.871 0.9 1.4 -1.3 0.18
C 2.412 1.163 -2.324 0.2 0.0 -0.3 -1.07
F 0.121 1.980 -2.067 0.7 -2.2 0.5 -0.29
H 2.800 -1.148 3.840 0.4 -1.0 -1.2 0.26
H 2.709 -2.979 3.838 0.5 1.4 -1.0 0.36
H 3.999 -2.185 2.762 -1.4 0.4 0.7 0.34
H 0.814 -1.856 2.332 1.5 -0.4 -0.6 0.31
H 1.826 -3.254 1.654 -0.1 1.8 0.2 0.42
H 2.097 -1.744 -2.027 0.6 -0.9 1.5 0.28
H 2.097 -3.290 -0.918 0.6 1.8 -0.4 0.32
H 3.668 -2.401 -1.332 -1.4 0.3 0.5 0.38
H -1.452 1.012 0.574 1.2 -1.3 0.5 0.19
H -0.650 -0.175 1.842 -0.1 0.7 -1.6 0.45
H -3.575 0.069 0.042 0.9 -1.6 -0.5 0.32
H -5.158 -1.811 -0.956 1.9 -0.2 0.3 0.32
H -4.171 -4.216 -1.507 1.4 1.0 0.6 0.30
H -0.638 -5.365 -0.284 -1.0 0.1 -1.3 0.27
H -0.860 -5.233 -2.122 -0.9 0.1 1.3 0.25
H -2.233 -5.934 -1.005 1.3 1.4 -0.4 0.34
H 0.076 -2.804 -0.005 -1.7 0.2 -0.4 -0.23
H 1.325 0.906 2.861 0.3 1.6 -0.3 0.05
H 0.423 2.504 2.819 1.6 -0.5 -0.5 0.23
H 2.326 2.483 3.009 -1.5 -0.6 -0.7 0.30
H 1.817 3.990 0.654 0.3 -0.8 -0.5 0.33
H 0.483 -0.062 -2.527 0.2 1.2 1.0 0.45
H 3.160 1.089 -1.459 -1.0 0.1 -1.2 0.30
H 2.438 2.244 -2.725 -0.3 -1.7 0.9 0.34
H 2.787 0.507 -3.191 -0.7 0.8 1.4 0.29
B -2.937 5.206 -1.138 -2.4 1.0 -1.7 0.53
O -2.597 3.905 -0.527 1.3 -0.1 0.8 -0.39
C -1.447 4.058 0.108 -1.7 -2.3 -0.3 0.65
O -0.882 3.177 0.721 0.2 -0.2 0.1 -0.54
C -0.974 5.436 -0.046 0.8 3.2 -0.5 0.47
O 0.048 5.892 0.417 -0.1 -0.7 0.0 -0.64
O -1.841 6.124 -0.776 0.7 -0.8 0.7 -0.42
F -4.176 5.687 -0.613 1.2 -0.6 -0.4 -0.35
F -3.022 5.075 -2.558 0.2 0.0 1.4 -0.35


4.
21
Properties=species:S:1:pos:R:3:forces:R:3:mulliken_charge:R:1 method="wB97M-V/def2-TZVPD" relative_energy_kj_mol=310.0 lumo_ev=0.52 max_force_ha_per_bohr=0.0374 orbital_gap_ev=9.04 energy_ha=-403.45853 smiles="C=C/C=C/CN.O.O"
C -0.638 1.588 1.831 1.1 0.2 -0.4 -0.67
C -1.620 0.843 1.339 1.1 -0.3 0.5 -0.22
C -1.469 0.127 0.042 -1.6 1.0 0.2 0.10
C -0.541 0.351 -0.869 1.2 0.1 -0.4 -0.23
C -0.228 -0.395 -2.137 -1.5 -0.8 -0.8 -0.67
N -0.428 0.221 -3.436 0.9 0.4 -0.4 -0.52
H -0.363 1.858 2.842 -1.1 0.2 0.3 0.27
H 0.214 1.814 1.194 -0.1 0.0 -0.2 0.14
H -2.385 0.504 2.026 -0.3 0.0 -0.2 0.36
H -2.346 -0.475 -0.167 0.3 -0.6 -0.3 0.30
H 0.250 1.067 -0.664 -0.1 0.2 0.2 0.17
H 0.815 -0.710 -2.115 0.1 0.0 0.2 0.23
H -0.840 -1.289 -2.249 0.1 -0.4 0.7 0.41
H -1.321 0.392 -3.860 -0.4 -0.1 0.7 0.18
H 0.205 0.964 -3.635 0.2 0.5 -0.1 0.17
O 0.494 -0.963 2.661 0.6 0.1 -0.9 -0.57
H -0.240 -1.541 2.834 -0.4 -0.3 0.3 0.28
H 0.924 -0.759 3.482 0.1 -0.1 0.7 0.30
O 3.256 -1.092 0.087 0.4 0.5 0.1 -0.63
H 2.703 -1.827 -0.110 -0.4 -1.3 -0.8 0.30
H 2.718 -0.739 0.788 -0.1 0.8 0.8 0.32


5.
50
Properties=species:S:1:pos:R:3:forces:R:3:mulliken_charge:R:1 method="wB97M-V/def2-TZVPD" relative_energy_kj_mol=96.6 lumo_ev=0.53 max_force_ha_per_bohr=0.0166 orbital_gap_ev=8.86 energy_ha=-1849.17911 smiles="CCCCn1c(SC[C@@H]2CCCCO2)nc2cc(S(N)(=O)=O)ccc21"
C -2.164 -1.282 -4.341 0.0 0.1 0.2 -1.51
C -2.326 -1.051 -2.845 0.0 -0.3 -0.1 0.22
C -2.366 -2.369 -2.075 -0.1 0.3 0.2 -0.55
C -2.606 -2.162 -0.577 -0.2 -0.4 -0.4 -1.24
N -1.560 -1.384 0.031 0.1 0.3 0.2 0.36
C -1.598 -0.055 0.348 0.4 0.3 0.2 0.09
S -3.049 0.881 0.150 -0.4 0.2 0.0 -0.17
C -2.459 2.502 0.706 0.0 0.0 -0.2 -0.88
C -2.093 3.418 -0.458 0.1 -0.4 -0.1 0.32
C -0.888 2.902 -1.249 -0.2 0.3 -0.1 0.01
C -0.480 3.928 -2.303 0.1 0.0 0.2 -0.97
C -0.248 5.275 -1.625 -0.4 -0.1 0.0 -0.59
C -1.498 5.657 -0.835 0.3 0.3 -0.1 -0.53
O -1.833 4.680 0.125 0.0 -0.2 0.2 -0.42
N -0.476 0.411 0.825 -0.2 0.4 0.0 -0.43
C 0.384 -0.654 0.827 -0.2 -0.8 -0.2 0.11
C 1.713 -0.739 1.224 -0.2 0.1 -0.1 -0.86
C 2.314 -1.971 1.104 0.6 0.0 0.0 0.47
S 3.999 -2.149 1.639 0.1 -0.2 0.7 1.27
N 3.772 -2.551 3.264 0.0 0.2 -0.8 -0.53
O 4.667 -0.880 1.583 -0.4 0.1 0.1 -0.67
O 4.599 -3.284 0.999 -0.4 -0.1 0.1 -0.68
C 1.663 -3.100 0.621 0.0 -0.2 -0.1 -0.93
C 0.343 -3.034 0.219 -0.1 0.0 0.0 -1.07
C -0.286 -1.802 0.326 0.7 0.3 0.3 0.93
H -2.132 -0.334 -4.872 0.0 0.0 -0.1 0.40
H -1.242 -1.821 -4.547 0.1 -0.1 -0.1 0.35
H -2.996 -1.865 -4.730 -0.1 -0.1 -0.1 0.37
H -1.489 -0.447 -2.484 0.0 0.1 0.1 0.03
H -3.246 -0.494 -2.655 0.0 0.1 0.0 0.27
H -1.423 -2.900 -2.221 0.0 -0.1 0.0 0.32
H -3.170 -2.995 -2.465 0.0 -0.1 0.0 0.46
H -2.656 -3.130 -0.068 -0.1 0.1 0.0 0.40
H -3.548 -1.631 -0.418 0.0 -0.2 0.0 0.45
H -1.592 2.321 1.339 -0.1 0.1 0.1 0.41
H -3.266 2.950 1.285 0.0 0.0 0.0 0.48
H -2.959 3.507 -1.142 0.1 0.0 0.1 0.21
H -1.147 1.954 -1.723 0.0 -0.1 0.1 -0.23
H -0.064 2.727 -0.556 0.0 -0.1 0.0 0.35
H 0.424 3.597 -2.817 0.0 0.0 -0.1 0.36
H -1.276 4.026 -3.046 0.0 0.0 -0.1 0.36
H -0.029 6.050 -2.361 0.0 0.1 0.0 0.38
H 0.596 5.198 -0.937 0.1 0.1 0.0 0.30
H -1.344 6.578 -0.269 -0.1 0.0 -0.1 0.33
H -2.344 5.801 -1.528 0.0 0.0 0.1 0.32
H 2.264 0.108 1.595 0.0 0.2 0.0 0.53
H 4.208 -3.430 3.489 0.1 -0.2 -0.1 0.26
H 4.094 -1.817 3.873 0.1 0.2 0.0 0.27
H 2.224 -4.017 0.557 0.0 -0.2 -0.1 0.46
H -0.172 -3.903 -0.159 0.0 -0.1 -0.1 0.42